*i*
ORCA calculation (the ωB97M-V functional and the def2-TZVPD basis) on a 2-piece molecular cluster, C3H5BrO overall.

- orbital gap (eV) = 9.260
- HOMO level (eV) = -9.96
- E_LUMO (hartree) = -0.0259

Element x y z (Å)
C -0.21 -0.81 -1.14
C 0.12 1.10 0.44
C 0.07 -0.43 0.27
O -1.00 -0.32 -1.88
Br 1.51 -1.34 1.01
H 0.31 -1.76 -1.50
H -0.18 1.58 1.40
H -0.53 1.59 -0.32
H 1.25 1.35 0.54
H -1.34 -0.96 1.18

=====

*ii*
ORCA calculation (the ωB97M-V functional and the def2-TZVPD basis) on C3H5BrO as an isolated structure.

- orbital gap (eV) = 10.506
- HOMO level (eV) = -9.85
- E_LUMO (hartree) = 0.0241

Element x y z (Å)
C 0.32 1.34 1.37
C -0.23 -0.45 -0.34
C 1.01 0.93 0.17
O -0.59 2.11 1.43
Br 2.61 0.02 0.19
H 0.57 0.75 2.35
H -1.16 0.03 -0.48
H -0.10 -1.31 0.42
H 0.32 -0.88 -1.15
H 1.10 1.72 -0.57

=====

Most stable of them? *ii*.

=====

*i*
ORCA calculation (the ωB97M-V functional and the def2-TZVPD basis) on an isolated ion of composition C12H13N2O and charge +1.

- orbital gap (spin up / spin down) (eV) = 8.888 / 5.381
- total charge = +1
- HOMO level (spin up / spin down) (eV) = -13.24 / -12.60
- E_LUMO (spin up / spin down) (hartree) = -0.1599 / -0.2653

Element x y z (Å)
C 3.02 0.51 -1.15
C -1.42 1.80 -2.55
C 2.20 1.28 -1.96
C -0.10 1.82 -2.84
C 2.45 -0.27 -0.19
C -1.94 0.98 -1.50
C 0.78 1.16 -1.87
C 0.16 0.50 -0.75
C 1.10 -0.26 0.08
C -0.49 -0.91 1.82
C -1.44 -1.88 1.04
C -0.39 -1.30 3.36
N -1.17 0.37 -0.69
N -0.94 0.31 1.90
O 0.83 -1.00 1.24
H 4.10 0.34 -1.40
H -2.11 2.37 -3.19
H 2.68 2.03 -2.66
H 0.35 2.40 -3.70
H 3.12 -0.70 0.54
H -3.05 0.81 -1.50
H -0.96 -2.77 0.77
H -1.62 -1.52 -0.02
H -2.40 -2.12 1.59
H 0.39 -0.75 3.86
H -0.12 -2.35 3.58
H -1.27 -1.18 3.83
H -1.78 0.30 2.36

=====

*ii*
ORCA calculation (the ωB97M-V functional and the def2-TZVPD basis) on a 2-piece molecular cluster, C12H13N2O overall.

- orbital gap (eV) = 8.448
- total charge = +1
- HOMO level (eV) = -12.97
- E_LUMO (hartree) = -0.1662

Element x y z (Å)
C -3.96 0.68 -0.05
C -2.91 1.21 -0.82
C -3.71 -0.19 0.97
C 2.67 1.80 -0.27
C 3.69 0.87 -0.14
C -1.59 0.87 -0.59
C -2.40 -0.59 1.16
C 1.38 1.40 0.13
C 3.49 -0.35 0.49
C -1.34 -0.11 0.35
C 1.24 0.01 0.50
C -0.03 -0.69 0.60
N 2.25 -0.78 0.69
N 0.12 -1.95 0.79
O 1.10 -1.63 -1.72
H -4.99 0.94 -0.25
H -3.07 1.97 -1.54
H -4.54 -0.62 1.49
H 3.02 2.67 -0.85
H 4.75 1.29 -0.28
H -0.92 1.26 -1.43
H -2.11 -1.04 2.12
H 0.56 2.13 0.22
H 4.35 -0.87 0.99
H -0.77 -2.54 0.79
H 1.05 -2.19 1.11
H 1.04 -2.50 -2.09
H 1.63 -1.04 -2.37

=====

Most stable of them? *ii*.

=====

*i*
ORCA calculation (the ωB97M-V functional and the def2-TZVPD basis) on a 4-piece molecular cluster, C3H12O4 overall.

- orbital gap (eV) = 10.683
- HOMO level (eV) = -10.00
- structure (SMILES) = CCC=O.O.O.O
- E_LUMO (hartree) = 0.0250

Element x y z (Å)
C 1.83 0.66 -0.46
C 0.57 0.33 0.40
C 0.72 -1.03 1.00
O 0.73 -2.06 0.39
H 2.76 0.15 -0.26
H 1.58 0.31 -1.48
H 1.93 1.68 -0.57
H -0.25 0.39 -0.25
H 0.63 1.22 0.99
H 0.70 -1.12 2.05
O 1.60 -1.42 -3.28
H 2.45 -1.00 -3.57
H 1.43 -1.07 -2.43
O -1.63 -1.07 -0.79
H -1.84 -1.90 -1.19
H -1.48 -1.29 0.14
O -3.28 3.80 3.05
H -3.24 4.48 2.39
H -2.81 4.38 3.67

=====

*ii*
ORCA calculation (the ωB97M-V functional and the def2-TZVPD basis) on a 3-piece molecular cluster, C3H12O4 overall.

- orbital gap (eV) = 10.328
- HOMO level (eV) = -9.77
- structure (SMILES) = OCCCO.O.O
- E_LUMO (hartree) = 0.0207

Element x y z (Å)
O 2.14 -0.41 1.94
C 1.13 -0.04 0.93
C -0.05 -0.99 1.32
C -1.09 -1.30 0.35
O -2.29 -1.76 0.77
H 2.76 -1.09 1.64
H 1.68 -0.21 -0.07
H 0.90 1.05 0.90
H -0.32 -0.80 2.36
H 0.49 -1.95 1.50
H -0.86 -1.94 -0.49
H -1.39 -0.31 0.03
H -2.82 -1.81 0.01
O -3.02 3.77 -1.42
H -3.91 3.69 -1.74
H -3.26 3.88 -0.42
O 3.23 0.40 -2.42
H 2.95 -0.41 -2.00
H 3.75 0.23 -3.20

=====

*iii*
ORCA calculation (the ωB97M-V functional and the def2-TZVPD basis) on a 3-piece molecular cluster, C3H12O4 overall.

- orbital gap (eV) = 11.088
- HOMO level (eV) = -10.46
- structure (SMILES) = OCCCO.O.O
- E_LUMO (hartree) = 0.0230

Element x y z (Å)
O -0.38 -2.68 2.33
C 0.73 -1.89 1.85
C 0.25 -1.03 0.72
C -0.56 0.20 1.12
O -0.48 1.21 0.09
H -0.46 -2.59 3.28
H 1.06 -1.23 2.66
H 1.50 -2.58 1.53
H 1.04 -0.69 0.04
H -0.37 -1.63 0.04
H -1.61 -0.08 1.11
H -0.33 0.58 2.13
H 0.40 1.61 0.18
O 1.28 2.91 -2.84
H 1.22 2.09 -2.32
H 0.60 2.76 -3.51
O -0.92 0.87 -2.95
H -1.20 1.06 -2.04
H -1.74 1.11 -3.42

=====

*iv*
ORCA calculation (the ωB97M-V functional and the def2-TZVPD basis) on a 4-piece molecular cluster, C3H12O4 overall.

- orbital gap (eV) = 9.375
- HOMO level (eV) = -8.85
- structure (SMILES) = C/C=C/O.O.O.O
- E_LUMO (hartree) = 0.0192

Element x y z (Å)
C -2.29 2.32 0.92
C -1.48 2.00 -0.39
C -0.78 0.76 -0.38
O -0.06 0.36 -1.49
H -3.28 2.65 0.66
H -1.64 3.03 1.50
H -2.40 1.34 1.47
H -1.69 2.63 -1.29
H -0.94 0.07 0.47
H 0.83 0.79 -1.31
O 3.18 0.57 -0.98
H 3.67 1.06 -0.28
H 3.57 0.21 -1.76
O -0.96 -2.85 0.06
H -1.03 -2.25 -0.77
H -1.92 -2.99 0.04
O 2.63 -3.43 0.83
H 2.74 -2.72 1.47
H 1.82 -3.54 1.24

=====

Most stable of them? *iii*.

=====

*i*
ORCA calculation (the ωB97M-V functional and the def2-TZVPD basis) on a 2-piece molecular cluster, C2H6NO2 overall.

- orbital gap (eV) = 8.146
- total charge = -1
- HOMO level (eV) = -3.93
- E_LUMO (hartree) = 0.1550

Element x y z (Å)
C -1.29 -1.19 -1.23
O -0.11 -1.39 -0.43
H -1.63 -0.16 -1.03
H -1.18 -1.38 -2.33
H -2.01 -1.91 -0.84
C 1.52 1.28 1.46
N 0.54 0.77 0.70
O 1.80 2.29 2.15
H 2.50 0.72 1.16
H 0.02 -0.44 0.08
H -0.15 1.42 0.32

=====

*ii*
ORCA calculation (the ωB97M-V functional and the def2-TZVPD basis) on a 2-piece molecular cluster, C2H6NO2 overall.

- orbital gap (eV) = 7.302
- total charge = -1
- HOMO level (eV) = -3.17
- E_LUMO (hartree) = 0.1519

Element x y z (Å)
C -0.91 -0.63 -1.54
O -0.41 0.63 -1.82
H -0.81 -0.94 -0.53
H -2.10 -0.64 -1.67
H -0.42 -1.49 -1.92
C 1.19 0.23 1.91
N 0.58 0.72 0.79
O 1.38 0.93 3.00
H 1.51 -0.91 1.98
H 0.30 0.90 -1.22
H -0.30 1.21 1.02

=====

Most stable of them? *i*.